(1)
Molecular formula: C24H61BClNO11PS6
Method: DFT, the ωB97M-V functional and the def2-TZVPD basis

## Properties
Net charge ... +1
DFT total energy ... -5048.69286 hartree
Gap between HOMO and LUMO ... 7.19 eV

Each line ends with the Löwdin charge.
Element x y z (Å)
C: 1.63305 0.71325 3.71618  -0.079
C: 0.56061 -0.36334 3.81809  -0.189
C: -0.84082 0.13556 3.47882  -0.168
O: -1.51917 -0.54573 2.42819  -0.057
C: -0.96884 -0.41675 1.13662  -0.229
B: -0.06674 -1.59968 0.57405  -0.733
O: -0.08419 -2.80403 1.14001  0.249
O: 0.65687 -1.31417 -0.49911  0.115
C: 1.95918 -1.94048 -0.54750  -0.206
C: 2.95817 -1.32090 0.38967  -0.022
C: -0.34383 0.91277 0.74907  0.059
N: -1.08875 1.62673 0.02629  -0.093
P: -0.77478 3.27902 -0.69697  0.838
O: -0.64910 2.85429 -2.21964  -0.228
O: 0.71606 3.44804 -0.27069  -0.258
C: -2.40731 1.01649 -0.21651  -0.081
C: -2.18634 -0.42399 0.12624  -0.192
C: -3.47165 -1.06358 0.60508  -0.196
C: -4.15205 -1.72760 -0.58288  -0.713
C: -3.63248 -3.14895 -0.78246  -0.087
Cl: -5.91111 -1.76631 -0.34130  0.691
H: 2.44134 0.46062 4.37551  0.076
H: 1.99739 0.84739 2.71515  0.046
H: 1.23207 1.63013 4.10511  0.076
H: 0.82388 -1.24665 3.25793  0.105
H: 0.55024 -0.65548 4.85005  0.107
H: -1.46402 -0.01636 4.33784  0.123
H: -0.83562 1.20530 3.32206  0.121
H: -0.49867 -2.75893 2.01899  0.131
H: 1.85771 -2.99660 -0.40221  0.081
H: 2.31576 -1.81527 -1.54865  0.100
H: 3.83579 -1.06197 -0.15118  0.067
H: 2.59523 -0.42095 0.85155  0.064
H: 3.26782 -2.03761 1.12497  0.088
H: 0.64423 1.21473 1.00264  0.134
H: -0.13499 2.03135 -2.33660  0.086
H: 1.28182 3.39495 -1.09297  0.034
H: -3.06160 1.47956 0.49927  0.142
H: -2.77660 1.21286 -1.20190  0.134
H: -1.87150 -0.99818 -0.73309  0.145
H: -3.31133 -1.83474 1.33587  0.107
H: -4.15977 -0.34997 1.01240  0.091
H: -3.96110 -1.16267 -1.47911  0.091
H: -3.40794 -3.33907 -1.81795  0.080
H: -2.73654 -3.29079 -0.20663  0.068
H: -4.36196 -3.85793 -0.45174  0.068
C: 3.08708 -4.88532 -3.72303  -0.257
S: 3.58184 -4.48502 -2.04570  0.798
O: 4.53222 -3.34107 -2.12536  -0.539
C: 4.53833 -5.97565 -1.76987  -0.258
H: 2.49985 -4.05384 -4.10647  0.050
H: 3.97429 -5.02711 -4.33924  0.062
H: 2.47884 -5.78897 -3.71281  0.058
H: 5.32545 -6.04693 -2.51956  0.063
H: 3.87791 -6.84025 -1.82313  0.058
H: 4.97851 -5.91141 -0.77772  0.053
C: 5.14285 2.83287 -1.38010  -0.272
S: 3.86538 2.83494 -2.62851  0.878
O: 2.56875 2.48747 -1.92115  -0.588
C: 4.40152 1.35861 -3.48753  -0.246
H: 4.96259 3.66906 -0.71214  0.050
H: 5.11326 1.90881 -0.82488  0.041
H: 6.11169 2.95465 -1.85940  0.072
H: 4.42504 0.51335 -2.80639  0.056
H: 5.39227 1.53623 -3.90151  0.067
H: 3.69774 1.16110 -4.29437  0.042
C: -11.04867 0.65403 1.11435  -0.268
S: -9.78451 -0.27798 1.98133  0.809
O: -9.58254 0.37745 3.30107  -0.554
C: -8.41146 0.24014 0.94987  -0.292
H: -11.98965 0.50281 1.63748  0.052
H: -10.78895 1.71228 1.11846  0.059
H: -11.13280 0.28224 0.09358  0.055
H: -8.32971 1.32747 0.96651  0.063
H: -8.56544 -0.11504 -0.06862  0.046
H: -7.50533 -0.20401 1.35276  -0.004
C: -6.78693 -1.26460 4.48201  -0.247
S: -5.58877 -2.06191 3.40970  0.756
O: -6.24554 -3.24469 2.80395  -0.545
C: -4.53232 -2.66489 4.73410  -0.263
H: -7.58151 -0.84077 3.87183  0.010
H: -7.20649 -2.00366 5.16386  0.068
H: -6.29604 -0.46538 5.03768  0.061
H: -5.11284 -3.30406 5.39820  0.061
H: -4.12092 -1.81712 5.28237  0.049
H: -3.72409 -3.23902 4.28503  0.044
C: 7.84432 2.27209 3.24825  -0.264
S: 6.35433 2.41443 2.26153  0.808
O: 6.78119 2.47577 0.83682  -0.559
C: 5.94935 4.09110 2.75751  -0.265
H: 8.28430 1.29810 3.04847  0.053
H: 8.54238 3.05870 2.96468  0.062
H: 7.58676 2.34903 4.30422  0.056
H: 6.77728 4.75387 2.50830  0.063
H: 5.75056 4.11255 3.82859  0.056
H: 5.05668 4.39552 2.21519  0.046
C: 3.88185 2.89273 -7.79468  -0.267
S: 3.23793 4.48446 -7.26547  0.805
O: 4.22627 5.05820 -6.32284  -0.549
C: 1.90195 3.81984 -6.26461  -0.270
H: 4.76429 3.07780 -8.40208  0.053
H: 4.15305 2.30027 -6.92034  0.044
H: 3.12903 2.37662 -8.39030  0.055
H: 2.31949 3.16787 -5.49609  0.030
H: 1.20550 3.26888 -6.89679  0.055
H: 1.38421 4.65308 -5.79555  0.053

(2)
Molecular formula: C24H62BBrI2N5NbO5P
Method: DFT, the ωB97M-V functional and the def2-TZVPD basis

## Properties
Net charge ... -1
DFT total energy ... -5194.01777 hartree
Gap between HOMO and LUMO ... 6.13 eV

Each line ends with the Löwdin charge.
Element x y z (Å)
C: 1.88087 -3.67947 4.48213  -0.052
C: 1.43751 -2.55290 3.89638  -0.369
C: 1.55781 -2.35006 2.41341  -0.391
Nb: 2.26196 -0.26802 1.86594  1.339
Br: 3.88314 -0.49442 3.92163  0.037
C: 0.71209 0.86657 3.08729  -0.355
C: -0.69437 0.22642 3.15775  -0.299
C: -1.78414 1.15085 2.56867  -0.238
C: -2.74175 1.72297 3.61604  -0.293
N: -2.10148 2.32024 4.78272  0.000
P: 0.65276 -0.21254 -0.16303  0.522
N: 1.32215 0.35154 -1.50749  -0.388
B: 3.88334 -1.25987 0.42940  -0.731
O: 5.19436 -1.09599 0.81181  0.057
O: 3.63529 -1.95777 -0.75507  -0.045
C: 3.53310 -3.37171 -0.66570  -0.274
C: 4.68360 -4.06547 0.03334  -0.066
C: 3.22529 1.76061 1.30918  -0.872
I: 4.13846 2.56638 3.10973  0.599
C: 2.18929 2.78931 0.71684  -0.823
C: 2.72414 3.38554 -0.59250  -0.195
I: 1.86419 4.49867 2.05448  0.781
H: 1.96911 -4.60472 3.93143  0.042
H: 2.20804 -3.68303 5.51346  0.037
H: 0.95162 -1.79816 4.50046  0.066
H: 2.27912 -3.09162 2.07739  0.022
H: 0.57251 -2.53631 1.97373  0.033
H: 1.13857 1.00774 4.07770  0.024
H: 0.55968 1.87397 2.70501  -0.031
H: -0.77751 -0.72338 2.63544  0.065
H: -0.96270 0.07163 4.20025  0.084
H: -1.35223 1.97191 2.00041  0.089
H: -2.38578 0.58367 1.86080  0.085
H: -3.47794 0.97748 3.90095  0.105
H: -3.30539 2.51650 3.12438  0.092
H: -1.23267 2.75913 4.51619  0.062
H: -1.92002 1.64517 5.50663  0.052
H: 0.07396 -1.48459 -0.40601  -0.072
H: -0.45203 0.60007 0.19911  -0.073
H: 2.30235 0.54331 -1.34116  -0.090
H: 5.71680 -1.01738 0.00475  0.100
H: 2.56329 -3.64831 -0.25332  0.108
H: 3.52214 -3.73500 -1.69122  0.103
H: 5.62230 -3.67974 -0.34727  0.079
H: 4.63993 -3.99921 1.11431  0.079
H: 4.65150 -5.12168 -0.23219  0.067
H: 4.07051 1.62974 0.65021  -0.026
H: 1.20395 2.37065 0.58188  0.000
H: 3.78290 3.17757 -0.68661  0.068
H: 2.58171 4.45686 -0.63700  0.012
H: 2.21190 2.94890 -1.44631  0.058
C: 2.02980 -7.99451 -4.54698  -0.074
C: 1.29228 -6.99594 -3.65911  -0.430
C: 2.13912 -6.44195 -2.50590  -0.215
O: 2.32695 -7.33284 -1.42371  -0.188
C: 3.33250 -8.30734 -1.60842  -0.112
N: 0.04946 -7.61231 -3.18515  0.037
H: 2.09441 -8.97938 -4.08526  0.062
H: 1.49930 -8.11799 -5.49085  0.073
H: 3.04206 -7.65172 -4.77055  0.077
H: 1.02245 -6.14201 -4.28681  0.136
H: 1.61088 -5.58395 -2.08391  0.120
H: 3.10818 -6.07061 -2.86661  0.118
H: 4.17493 -7.91284 -2.18478  0.090
H: 2.93849 -9.20421 -2.09387  0.073
H: 3.69349 -8.59627 -0.62123  0.087
H: -0.49972 -6.91490 -2.69144  0.073
H: 0.29670 -8.28641 -2.46597  0.067
C: -7.00245 1.51449 -1.61993  -0.075
C: -6.46230 0.39739 -0.73164  -0.435
C: -5.71786 0.89649 0.51451  -0.214
O: -4.42016 1.39084 0.27469  -0.200
C: -4.35237 2.71760 -0.21343  -0.101
N: -5.63755 -0.49839 -1.54696  0.039
H: -6.21986 1.96068 -2.23213  0.064
H: -7.75552 1.11872 -2.30126  0.072
H: -7.46607 2.30381 -1.02454  0.076
H: -7.32264 -0.17656 -0.37304  0.132
H: -5.58039 0.04417 1.18589  0.122
H: -6.31469 1.64002 1.06188  0.120
H: -5.13923 3.34538 0.21658  0.093
H: -4.40527 2.74513 -1.30475  0.075
H: -3.38351 3.12377 0.07791  0.087
H: -5.37024 -1.30471 -0.99026  0.071
H: -4.75724 -0.02452 -1.73167  0.072
C: -0.50511 8.42159 -1.79928  -0.078
C: 0.18552 7.16037 -1.28415  -0.434
C: -0.36370 5.86024 -1.89229  -0.197
O: -1.61487 5.44145 -1.37840  -0.188
C: -2.74061 6.09619 -1.91904  -0.112
N: 0.13459 7.14697 0.17743  0.031
H: -1.47408 8.57584 -1.32521  0.061
H: 0.10343 9.29776 -1.57545  0.071
H: -0.65338 8.38050 -2.88136  0.073
H: 1.23796 7.22450 -1.57884  0.135
H: 0.33028 5.05448 -1.64689  0.111
H: -0.40761 5.92193 -2.98940  0.121
H: -2.60138 6.33061 -2.97930  0.090
H: -2.97918 7.00905 -1.36616  0.076
H: -3.59153 5.41989 -1.82324  0.076
H: 0.69768 6.36654 0.52073  -0.077
H: -0.81524 6.90091 0.44313  0.067

Number 1: largest force on an atom 2.0 eV Å⁻¹. Number 2: largest force on an atom 4.6 eV Å⁻¹.